# 1
Here is a structure of composition C5H5FO2 from the Open Molecules 2025 dataset. Energies are from ωB97M-V/def2-TZVPD.

```
13
C5H5FO2 (ωB97M-V/def2-TZVPD)
C 1.09 -0.02 -0.58
C 0.19 -0.97 0.24
C 0.19 0.98 0.17
C -1.15 0.72 -0.55
C -1.15 -0.75 -0.50
H 1.02 -0.07 -1.66
H 0.50 -1.95 0.60
H 0.51 2.03 0.45
H -1.54 1.33 -1.36
H -1.53 -1.43 -1.29
O 0.15 0.05 1.27
O -2.08 0.01 0.26
F 2.40 -0.01 -0.18
```

Its multiplicity is 1. For the frontier orbital gap, the calculation gives 11.1 eV. The HOMO energy is -10.12 eV. The calculation puts the energy above the lowest of the compared OMol25 structures with the same formula, charge and spin at 65.7 kcal per mole. The LUMO energy is 0.965 eV.


# 2
Here is an isolated molecule of C5H5FOS from the Open Molecules 2025 dataset. Energies are from ωB97M-V/def2-TZVPD.

```
13
C5H5FOS (ωB97M-V/def2-TZVPD)
C -1.03 0.38 0.40
C -0.29 0.74 -0.92
C 1.13 0.12 -0.51
C 0.80 -1.11 0.05
C -0.12 -0.65 1.26
H -1.16 1.12 1.13
H -0.08 1.86 -1.10
H -0.88 0.33 -1.71
H 1.70 0.72 0.23
H 0.06 -1.74 -0.48
O -0.15 -0.66 2.44
F -2.32 0.12 -0.04
S 2.34 -1.23 -0.75
```

Its multiplicity is 1. For the frontier orbital gap, the calculation gives 9.5 eV. The HOMO energy is -9.29 eV. The calculation puts the energy above the lowest of the compared OMol25 structures with the same formula, charge and spin at 88.9 kcal per mole. The LUMO energy is 0.158 eV.


# 3
Here is an isolated molecule of C5H5FS from the Open Molecules 2025 dataset. Energies are from ωB97M-V/def2-TZVPD.

```
12
C5H5FS (ωB97M-V/def2-TZVPD)
C -0.56 0.14 1.08
C -1.41 -0.76 1.65
C 0.12 0.01 -0.19
C -0.64 -0.84 -1.21
C -0.18 -1.36 -2.39
H -1.87 -0.39 2.53
H -1.77 -1.58 1.01
H -1.58 -1.52 -0.70
H -0.73 -2.32 -2.79
H 0.81 -0.90 -2.76
F -0.24 1.22 1.89
S 1.46 0.78 -0.49
```

Its multiplicity is 1. For the frontier orbital gap, the calculation gives 7.8 eV. The HOMO energy is -9.08 eV. The calculation puts the energy above the lowest of the compared OMol25 structures with the same formula, charge and spin at 48.0 kcal per mole. The LUMO energy is -1.291 eV.